Below is C12H28BN2O2P2Sm as an isolated structure, with properties calculated with wB97M-V/def2-TZVPD.

HOMO energy (alpha / beta) = -6.43 / -6.37 eV
Molar mass = 455.49 u
Kohn-Sham gap (alpha / beta) = 5.957 / 5.909 eV
LUMO energy (alpha / beta) = -0.47 / -0.46 eV
Multiplicity = 6
Energy above the lowest of the compared OMol25 structures with the same formula, charge and spin = 0.0 kcal/mol
Charge = 0

```
48
C12H28BN2O2P2Sm wB97M-V/def2-TZVPD
C -0.398 -1.120 -3.595
C 0.098 -0.438 -2.431
N -0.488 -0.742 -1.182
C -1.057 -1.966 -1.087
C -1.435 -2.751 -2.182
C -1.104 -2.311 -3.466
C 1.161 0.496 -2.524
P 2.132 0.981 -1.083
Sm -0.245 1.145 0.725
P -1.613 -1.388 1.693
C -1.371 -2.586 0.287
O -1.033 3.092 -3.271
O -0.415 3.500 -0.144
H -0.102 -0.664 -4.560
H -1.923 -3.694 -1.988
H -1.386 -2.886 -4.353
C 3.593 0.081 -1.710
C 2.622 2.695 -1.713
H -2.294 -3.203 0.230
H -0.539 -3.249 0.606
H -0.339 2.443 -3.428
H 1.334 0.858 -3.587
C -1.292 -2.488 3.137
C -3.461 -1.291 1.717
H -1.986 1.634 2.326
H -0.167 4.398 0.112
H -0.572 3.518 -1.077
H -1.866 2.579 -3.241
H 1.440 0.113 0.562
H -2.268 0.996 1.971
H 3.946 0.502 -2.657
H 4.383 0.099 -0.956
H 3.281 -0.945 -1.926
H 3.117 2.648 -2.695
H 1.808 3.430 -1.807
H 3.341 3.109 -0.992
H -3.960 -2.213 2.051
H -3.760 -0.484 2.396
H -3.830 -1.046 0.714
H -2.143 -3.126 3.427
H -0.434 -3.142 2.947
H -1.041 -1.867 4.007
B 1.978 0.852 5.280
C 1.235 0.956 3.901
N 0.667 1.022 2.867
H 3.073 0.336 5.032
H 1.253 0.129 5.970
H 2.058 1.988 5.703
```